{"formula": "C37H32ClLiNP2", "method": "ωB97M-V/def2-TZVPD", "orbital_gap_ev": 5.47, "e_tot_ha": -2634.39729, "total_charge": -1, "species": ["Li", "C", "P", "C", "C", "C", "C", "C", "C", "C", "C", "C", "C", "C", "C", "C", "C", "C", "C", "C", "P", "C", "C", "C", "C", "C", "C", "C", "C", "C", "C", "C", "C", "N", "H", "H", "H", "H", "H", "H", "H", "H", "H", "H", "H", "H", "H", "H", "H", "H", "H", "H", "H", "H", "H", "H", "H", "H", "H", "H", "Cl", "C", "C", "C", "C", "C", "C", "C", "H", "H", "H", "H", "H", "H"], "positions_angstrom": [[0.25512, -0.02230, -0.41823], [1.19095, 2.34054, -2.52436], [0.10453, 2.40800, -1.01989], [-1.39448, 3.23080, -1.69022], [-2.03028, 4.29715, -1.06302], [-3.21689, 4.81800, -1.57102], [-3.78540, 4.27721, -2.71330], [-3.16419, 3.20539, -3.34465], [-1.98459, 2.68516, -2.83428], [0.83334, 3.69334, 0.04575], [1.26221, 4.93422, -0.42901], [1.81080, 5.86627, 0.43648], [1.93220, 5.56533, 1.79170], [1.50565, 4.33761, 2.27399], [0.95651, 3.39873, 1.40252], [1.57517, 0.91356, -2.85341], [2.35551, 0.47267, -3.90686], [2.38903, -0.94332, -3.80983], [1.63279, -1.26870, -2.69752], [1.39052, -2.64038, -2.10920], [0.01096, -2.63177, -0.86179], [0.68046, -3.46162, 0.64057], [1.86321, -4.19264, 0.70838], [2.31000, -4.72253, 1.91411], [1.57563, -4.53321, 3.07327], [0.38752, -3.81320, 3.02353], [-0.04968, -3.28348, 1.82035], [-1.09381, -3.93524, -1.55572], [-1.49343, -5.08351, -0.87998], [-2.37462, -5.98414, -1.47128], [-2.86665, -5.75339, -2.74636], [-2.47358, -4.60915, -3.43134], [-1.60185, -3.70906, -2.83855], [1.12161, -0.14635, -2.10722], [2.06867, 2.96611, -2.34656], [0.64656, 2.79945, -3.35238], [-1.59588, 4.73054, -0.17008], [-3.69466, 5.65035, -1.06827], [-4.70814, 4.68388, -3.10869], [-3.60274, 2.76997, -4.23443], [-1.51360, 1.84125, -3.32871], [1.15996, 5.17097, -1.48284], [2.14160, 6.82666, 0.05924], [2.36125, 6.29488, 2.46814], [1.59423, 4.09963, 3.32699], [0.61681, 2.43149, 1.76654], [2.82935, 1.08875, -4.65877], [2.90950, -1.63339, -4.46003], [2.29190, -3.01649, -1.62670], [1.14228, -3.36207, -2.88855], [2.45678, -4.36235, -0.17898], [3.23916, -5.27811, 1.94252], [1.93226, -4.92909, 4.01621], [-0.17871, -3.63105, 3.92795], [-0.94439, -2.67309, 1.80407], [-1.11302, -5.28602, 0.11393], [-2.67226, -6.87333, -0.92866], [-3.55188, -6.45606, -3.20427], [-2.85130, -4.41393, -4.42751], [-1.30718, -2.81481, -3.37978], [0.29506, 1.48025, 7.57536], [0.17973, 1.03479, 5.87407], [-0.99124, 1.26476, 5.16612], [-1.08822, 0.91711, 3.83208], [-0.01127, 0.31276, 3.11344], [-0.08903, -0.00021, 1.74865], [1.16898, 0.09342, 3.89229], [1.25683, 0.44614, 5.22573], [-1.83546, 1.72240, 5.66888], [-2.01589, 1.11401, 3.30472], [-1.05216, -0.00439, 1.24217], [0.71467, -0.60476, 1.33376], [2.02543, -0.36976, 3.41243], [2.17175, 0.25932, 5.77635]]}


{"formula": "C37H32ClN8NaO5", "method": "ωB97M-V/def2-TZVPD", "orbital_gap_ev": 5.15, "e_tot_ha": -2866.07732, "total_charge": -2, "species": ["Na", "C", "C", "N", "N", "C", "O", "C", "C", "C", "C", "C", "C", "C", "C", "C", "C", "C", "N", "H", "H", "H", "H", "H", "H", "H", "H", "H", "H", "H", "H", "O", "C", "O", "C", "C", "Cl", "N", "N", "C", "C", "O", "O", "C", "C", "C", "C", "C", "C", "H", "H", "H", "H", "H", "H", "C", "C", "C", "C", "C", "C", "N", "C", "C", "C", "C", "C", "C", "H", "H", "H", "H", "H", "H", "H", "H", "H", "H", "N", "N", "H", "H", "H", "H"], "positions_angstrom": [[0.63875, 1.58798, 0.77230], [3.51359, -2.18955, 1.17425], [3.10857, -0.78639, 0.82267], [2.41249, -0.03374, 1.59189], [2.05421, -0.52605, 2.81056], [1.04663, 0.19809, 3.32160], [0.45326, 1.16507, 2.79634], [0.57939, -0.29078, 4.67337], [1.30160, -1.22986, 5.40682], [0.83191, -1.67666, 6.63348], [-0.37133, -1.19623, 7.13827], [-1.09521, -0.26169, 6.41069], [-0.61714, 0.19135, 5.18845], [3.47079, -0.19839, -0.50129], [3.84926, -1.00670, -1.57699], [4.06594, -0.43172, -2.81932], [3.92691, 0.93863, -2.96456], [3.58600, 1.67024, -1.83402], [3.36427, 1.13217, -0.64035], [2.92096, -2.51694, 2.02647], [4.57126, -2.24256, 1.45484], [3.35703, -2.87808, 0.34165], [2.22561, -1.60646, 4.98803], [1.40198, -2.40817, 7.19609], [-0.74487, -1.55484, 8.09108], [-2.03913, 0.11134, 6.79129], [-1.16525, 0.92035, 4.60788], [3.92975, -2.07813, -1.45683], [4.32145, -1.05410, -3.66898], [4.06206, 1.43161, -3.91925], [3.47725, 2.75132, -1.89554], [1.95236, 4.93849, -4.16948], [1.76031, 3.76005, -4.71447], [2.00113, 3.54128, -5.88648], [1.24005, 2.68611, -3.81808], [0.98934, 1.38443, -4.20588], [1.26515, 0.62287, -5.71092], [0.56536, 0.69405, -3.11996], [0.55753, 1.47630, -2.03092], [0.93571, 2.67595, -2.42380], [0.97058, 3.77345, -1.37048], [1.31984, 4.92262, -1.75873], [0.65382, 3.43515, -0.22012], [0.08808, -0.65048, -2.98794], [0.41468, -1.34961, -1.83600], [-0.07123, -2.63601, -1.66242], [-0.87134, -3.21826, -2.63553], [-1.21655, -2.49641, -3.76958], [-0.75509, -1.20066, -3.94257], [1.68954, 4.94569, -3.15473], [1.00239, -0.86900, -1.06622], [0.15016, -3.16476, -0.74273], [-1.26096, -4.21863, -2.48810], [-1.88895, -2.92135, -4.50509], [-1.08187, -0.61349, -4.78675], [-2.24646, -3.04562, 3.00984], [-0.96989, -2.76841, 2.53155], [-0.76865, -1.80820, 1.55400], [-1.83012, -1.05833, 1.01064], [-3.11872, -1.35134, 1.51595], [-3.31390, -2.31848, 2.48791], [-1.56185, -0.03993, 0.12590], [-2.39203, 0.17491, -0.92741], [-3.23139, -0.80423, -1.52685], [-3.94386, -0.54386, -2.68462], [-3.88641, 0.69574, -3.31705], [-3.08887, 1.68194, -2.73438], [-2.37401, 1.43860, -1.57707], [-2.40189, -3.78460, 3.78673], [-0.10989, -3.29026, 2.93910], [0.23575, -1.58640, 1.21180], [-3.96094, -0.77522, 1.14971], [-4.31832, -2.49402, 2.86122], [-3.28016, -1.79116, -1.08256], [-4.54906, -1.33726, -3.11501], [-4.44501, 0.89012, -4.22491], [-3.02536, 2.66537, -3.19034], [-1.75308, 2.21825, -1.14590], [-2.56243, 2.37508, 2.14439], [-1.94880, 3.67375, 2.01148], [-2.34102, 1.77888, 1.35133], [-2.09703, 1.93204, 2.92446], [-2.52813, 4.21195, 1.38595], [-1.03649, 3.61180, 1.57026]]}